1.
Formula: C2H8N3O
Source: OMol25
Level of theory: ωB97M-V/def2-TZVPD

```
14
C2H8N3O | OMol25 | ωB97M-V/def2-TZVPD
N -0.539 0.726 1.601
C -1.513 -0.036 1.113
N -1.234 -0.519 -0.361
O -2.551 -0.416 1.618
H 0.369 1.029 1.290
H -0.855 1.290 2.417
H -1.538 -1.462 -0.379
H -1.788 0.066 -0.976
C 2.048 -0.252 -1.557
N 1.344 0.471 -0.759
H 2.907 -0.712 -1.041
H 1.916 -0.403 -2.578
H -0.196 -0.286 -0.586
H 1.630 0.503 0.198
```

Properties
2S+1   1
Orbital gap   11.47 eV
Energy relative to the best compared isomer or geometry (same formula, charge and spin)   59.9 kcal per mole
Total charge   +1
DFT total energy   -8713.8788 eV
LUMO level   -3.76 eV

***

2.
Formula: C2H8N3O
Source: OMol25
Level of theory: ωB97M-V/def2-TZVPD

```
14
C2H8N3O | OMol25 | ωB97M-V/def2-TZVPD
C -1.465 0.655 0.313
C 0.252 -0.611 0.077
N 1.845 1.200 -0.064
N 1.436 -0.128 -0.018
N -0.055 -1.814 0.391
O -2.431 0.328 -0.540
H -1.505 0.015 1.212
H -1.085 1.619 0.322
H -2.708 0.994 -1.225
H 1.272 1.775 -0.659
H 2.134 -0.749 -0.088
H 2.744 1.455 -0.367
H -1.048 -2.137 0.293
H 0.613 -2.602 0.353
```

Properties
2S+1   1
Orbital gap   10.14 eV
Energy relative to the best compared isomer or geometry (same formula, charge and spin)   114.3 kcal per mole
Total charge   +1
DFT total energy   -8711.5177 eV
LUMO level   -3.35 eV

***

3.
Formula: C2H8N3P2
Source: OMol25
Level of theory: ωB97M-V/def2-TZVPD

```
15
C2H8N3P2 | OMol25 | ωB97M-V/def2-TZVPD
C -0.472 -0.906 1.364
C 0.289 1.601 -1.119
N 0.666 -0.783 -1.419
N 1.525 1.512 -0.909
N -1.216 0.073 0.581
P 2.242 -0.046 -1.156
P -0.719 0.062 -1.406
H 0.525 -0.398 1.510
H -1.070 -1.166 2.233
H -0.337 -1.850 0.749
H -0.869 2.926 -0.557
H 0.461 -1.773 -1.753
H -1.115 1.080 0.888
H -2.193 -0.099 0.801
H 2.282 -0.231 0.193
```

Properties
2S+1   3
Orbital gap (spin up / spin down)   6.75 / 7.50 eV
Energy relative to the best compared isomer or geometry (same formula, charge and spin)   49.2 kcal per mole
Total charge   +1
DFT total energy   -25238.8950 eV
LUMO level (spin up / spin down)   -4.34 / -6.76 eV

***

4.
Formula: C2H8N3Si
Source: OMol25
Level of theory: ωB97M-V/def2-TZVPD

```
14
C2H8N3Si | OMol25 | ωB97M-V/def2-TZVPD
C -0.610 1.106 -1.085
C 1.354 -1.445 -0.460
N -2.558 0.871 1.705
N -1.545 0.417 1.675
N -0.444 -0.089 1.475
Si 0.685 0.430 -0.017
H -0.373 1.250 -2.100
H -1.484 0.566 -1.184
H -1.161 1.970 -0.763
H 0.502 -2.202 -0.323
H 1.645 -1.612 -1.510
H 2.229 -1.701 0.128
H -0.040 -0.825 1.919
H 1.800 1.265 0.542
```

Properties
2S+1   1
SMILES   C[SiH](C)N[N+]#N
Orbital gap   10.68 eV
Energy relative to the best compared isomer or geometry (same formula, charge and spin)   0.0 kcal per mole
Total charge   +1
DFT total energy   -14542.5263 eV
LUMO level   -4.86 eV

***

5.
Formula: C2H8N4
Source: OMol25
Level of theory: ωB97M-V/def2-TZVPD

```
14
C2H8N4 | OMol25 | ωB97M-V/def2-TZVPD
N -2.027 -1.453 1.366
C -3.393 -1.388 1.148
N -3.826 -1.395 -0.030
H -1.443 -1.368 0.542
H -1.638 -2.012 2.096
H -3.942 -1.189 2.076
H -4.705 -1.011 -0.338
N 3.629 1.541 -0.110
C 2.746 1.125 -1.076
N 2.862 1.457 -2.292
H 3.280 2.084 0.657
H 4.574 1.685 -0.395
H 1.831 0.628 -0.763
H 2.053 1.297 -2.882
```

Properties
2S+1   1
SMILES   [H]/N=C/N.[H]/N=C/N
Orbital gap   10.20 eV
Energy relative to the best compared isomer or geometry (same formula, charge and spin)   28.0 kcal per mole
Total charge   0
DFT total energy   -8163.0359 eV
LUMO level   0.82 eV

***

6.
Formula: C2H8N4O
Source: OMol25
Level of theory: ωB97M-V/def2-TZVPD

```
15
C2H8N4O | OMol25 | ωB97M-V/def2-TZVPD
C 0.568 0.844 -0.105
N 1.230 0.693 1.116
C -2.497 0.740 0.404
N -1.471 0.202 -0.061
O 0.668 1.873 -0.763
H 1.490 -0.254 1.357
H 2.009 1.320 1.243
H -3.465 0.434 0.011
H -2.494 1.605 1.070
N 0.649 -0.480 -0.912
N 1.151 -1.689 -0.381
H 1.915 -2.042 -0.949
H 0.620 -0.299 -1.912
H -0.749 -0.592 0.263
H 0.377 -2.354 -0.380
```

Properties
2S+1   1
SMILES   NNC(N)=O.C=N
Orbital gap   8.49 eV
Energy relative to the best compared isomer or geometry (same formula, charge and spin)   136.3 kcal per mole
Total charge   0
DFT total energy   -10206.7022 eV
LUMO level   0.10 eV

***

7.
Formula: C2H8N4O
Source: OMol25
Level of theory: ωB97M-V/def2-TZVPD

```
15
C2H8N4O | OMol25 | ωB97M-V/def2-TZVPD
C -0.028 0.237 -0.124
C -1.486 -0.195 0.012
H 1.733 -2.318 0.581
H -0.014 -2.255 -0.024
H 1.585 0.089 -0.845
H -2.233 0.664 0.018
H -1.878 -1.044 -0.644
H -1.505 -0.380 1.990
H 1.404 2.252 0.340
H 0.651 2.978 -1.225
N 1.187 -2.096 -0.227
N 1.088 -0.477 0.108
N -0.062 1.459 -0.498
N 1.128 1.973 -0.694
O -1.569 -0.887 1.233
```

Properties
2S+1   1
SMILES   N/N=C(/CO)NN
Orbital gap   9.27 eV
Energy relative to the best compared isomer or geometry (same formula, charge and spin)   168.0 kcal per mole
Total charge   0
DFT total energy   -10205.3285 eV
LUMO level   0.77 eV

***

8.
Formula: C2H8N4O2Rb
Source: OMol25
Level of theory: ωB97M-V/def2-TZVPD

```
17
C2H8N4O2Rb | OMol25 | ωB97M-V/def2-TZVPD
Rb -1.544 -3.840 -4.263
C -0.923 2.660 -1.943
O -1.043 1.538 -2.344
N 0.145 3.412 -1.985
N -1.793 3.302 -1.276
H 0.892 3.182 -2.625
H 0.084 4.313 -1.531
H -2.657 2.842 -1.030
H -1.569 4.182 -0.831
C 1.032 -2.833 1.713
O 0.742 -2.956 0.584
N 1.723 -1.855 2.126
N 0.476 -3.461 2.679
H 1.881 -1.761 3.119
H 1.963 -1.172 1.421
H -0.164 -4.231 2.546
H 0.756 -3.322 3.640
```

Properties
2S+1   1
Orbital gap   8.03 eV
Energy relative to the best compared isomer or geometry (same formula, charge and spin)   72.9 kcal per mole
Total charge   +1
DFT total energy   -12909.5494 eV
LUMO level   -3.91 eV

***

9.
Formula: C2H8N4P
Source: OMol25
Level of theory: ωB97M-V/def2-TZVPD

```
15
C2H8N4P | OMol25 | ωB97M-V/def2-TZVPD
C 1.265 -1.245 0.651
C -0.975 -1.472 -0.224
N -0.303 1.526 -0.260
N -0.384 2.190 -1.176
N -0.304 2.917 -2.109
N 0.399 -1.809 -0.067
P 0.964 0.199 1.629
H -1.099 -0.529 -0.801
H -1.470 -1.221 0.818
H -1.563 -2.159 -0.672
H -0.673 2.734 -3.063
H 1.776 1.086 0.998
H 0.828 -2.573 -0.633
H -0.152 0.549 2.172
H 1.689 -0.193 2.738
```

Properties
2S+1   1
Orbital gap   9.30 eV
Energy relative to the best compared isomer or geometry (same formula, charge and spin)   62.8 kcal per mole
Total charge   +1
DFT total energy   -17440.4141 eV
LUMO level   -4.05 eV

***

10.
Formula: C2H8N6
Source: OMol25
Level of theory: ωB97M-V/def2-TZVPD

```
16
C2H8N6 | OMol25 | ωB97M-V/def2-TZVPD
C 0.540 0.231 -0.010
C -2.757 -1.033 0.618
H 3.021 1.795 1.127
H 2.130 1.795 -0.364
H 0.002 1.667 1.215
H -0.448 -0.628 1.631
H -2.934 -1.174 1.713
H -3.716 -1.080 -0.168
H -0.118 -1.378 -2.118
H 1.466 -1.113 -2.785
N 1.992 1.982 0.573
N 0.905 1.174 0.960
N -0.594 -0.398 0.664
N -1.683 -0.662 -0.104
N 1.269 -0.036 -1.099
N 0.926 -1.142 -1.853
```

Properties
2S+1   1
SMILES   C=NN/C(=N\N)NN
Orbital gap   8.69 eV
Energy relative to the best compared isomer or geometry (same formula, charge and spin)   115.8 kcal per mole
Total charge   0
DFT total energy   -11139.0362 eV
LUMO level   0.95 eV

***

11.
Formula: C2H8N6
Source: OMol25
Level of theory: ωB97M-V/def2-TZVPD

```
16
C2H8N6 | OMol25 | ωB97M-V/def2-TZVPD
C -0.924 -0.907 -0.311
C -0.028 1.353 0.364
H -1.499 -4.059 -1.418
H -2.367 -3.005 0.203
H -2.002 -0.565 -0.730
H 2.282 -0.083 -0.610
H 1.233 -1.766 0.189
H -1.117 1.801 -0.122
H 1.907 3.535 0.370
H 0.825 3.406 1.843
N -1.889 -2.977 -1.087
N -0.697 -2.110 -0.803
N 0.096 0.000 0.071
N 1.537 -0.453 0.402
N 0.975 1.960 0.666
N 0.899 3.304 0.745
```

Properties
2S+1   1
Orbital gap   8.48 eV
Energy relative to the best compared isomer or geometry (same formula, charge and spin)   225.9 kcal per mole
Total charge   0
DFT total energy   -11134.2638 eV
LUMO level   0.37 eV

***

12.
Formula: C2H8NO
Source: OMol25
Level of theory: ωB97M-V/def2-TZVPD

```
12
C2H8NO | OMol25 | ωB97M-V/def2-TZVPD
O 1.101 0.882 -1.960
H 0.817 1.429 -2.708
H 2.061 0.842 -2.057
H -0.689 0.535 2.732
C -0.897 -0.227 1.989
C -0.288 0.054 0.680
N -0.126 -0.840 -0.212
H -1.986 -0.310 1.944
H -0.531 -1.196 2.359
H 0.100 1.033 0.445
H -0.543 -1.745 -0.026
H 0.339 -0.608 -1.097
```

Properties
2S+1   1
Orbital gap   11.84 eV
Energy relative to the best compared isomer or geometry (same formula, charge and spin)   2.9 kcal per mole
Total charge   +1
DFT total energy   -5734.7598 eV
LUMO level   -4.67 eV

***

13.
Formula: C2H8NO
Source: OMol25
Level of theory: ωB97M-V/def2-TZVPD

```
12
C2H8NO | OMol25 | ωB97M-V/def2-TZVPD
C 2.237 0.359 -0.006
O 0.936 0.144 0.170
C -1.935 -0.130 0.553
N -1.177 -0.468 -0.595
H 2.781 0.716 0.878
H 2.451 1.172 -0.741
H -1.361 -0.399 1.432
H -2.912 -0.636 0.570
H -2.260 0.930 0.541
H -1.664 -0.631 -1.473
H -0.141 -0.230 -0.406
H 2.774 -0.505 -0.428
```

Properties
2S+1   1
Orbital gap   5.34 eV
Energy relative to the best compared isomer or geometry (same formula, charge and spin)   162.7 kcal per mole
Total charge   +1
DFT total energy   -5727.8280 eV
LUMO level   -9.71 eV

***

14.
Formula: C2H8NO
Source: OMol25
Level of theory: ωB97M-V/def2-TZVPD

```
12
C2H8NO | OMol25 | ωB97M-V/def2-TZVPD
O -2.538 0.570 0.512
H -3.155 0.605 -0.232
H -2.993 0.635 1.358
H 1.827 -1.967 -0.168
C 2.108 -0.896 -0.330
C 0.819 -0.311 -0.552
N 0.208 0.554 0.168
H 2.569 -0.537 0.582
H 2.774 -0.883 -1.188
H 0.314 -0.534 -1.485
H 0.575 0.820 1.092
H -0.825 0.536 0.129
```

Properties
2S+1   1
Orbital gap   11.80 eV
Energy relative to the best compared isomer or geometry (same formula, charge and spin)   8.6 kcal per mole
Total charge   +1
DFT total energy   -5734.5130 eV
LUMO level   -4.61 eV

***

15.
Formula: C2H8NO2
Source: OMol25
Level of theory: ωB97M-V/def2-TZVPD

```
13
C2H8NO2 | OMol25 | ωB97M-V/def2-TZVPD
C -2.155 -0.845 1.098
O -1.818 -0.785 -0.255
H -2.157 -1.882 1.471
H -1.449 -0.276 1.715
H -3.153 -0.415 1.251
N 2.435 1.185 -0.418
C 0.988 0.856 -0.543
O 0.670 -0.380 -0.090
H 2.629 1.062 0.571
H 2.905 0.378 -0.831
H 0.454 1.660 0.004
H 0.742 0.996 -1.613
H -0.779 -0.645 -0.285
```

Properties
2S+1   1
Orbital gap   7.84 eV
Energy relative to the best compared isomer or geometry (same formula, charge and spin)   7.4 kcal per mole
Total charge   -1
DFT total energy   -7788.8648 eV
LUMO level   4.46 eV

***

16.
Formula: C2H8NO2
Source: OMol25
Level of theory: ωB97M-V/def2-TZVPD

```
13
C2H8NO2 | OMol25 | ωB97M-V/def2-TZVPD
C 1.006 -0.265 0.858
C 0.402 -0.116 -0.479
N 0.353 0.959 -1.216
O 1.332 0.913 1.497
O -2.195 -0.686 -0.565
H 0.334 -0.945 1.524
H 1.958 -0.973 0.683
H 0.343 -1.078 -0.909
H -0.131 0.807 -2.110
H 0.452 1.910 -0.889
H -2.794 -1.488 -0.215
H 1.785 0.808 2.378
H -2.845 0.155 -0.556
```

Properties
2S+1   1
Orbital gap   10.55 eV
Energy relative to the best compared isomer or geometry (same formula, charge and spin)   48.8 kcal per mole
Total charge   +1
DFT total energy   -7780.8414 eV
LUMO level   -4.70 eV

***

17.
Formula: C2H8NO2
Source: OMol25
Level of theory: ωB97M-V/def2-TZVPD

```
13
C2H8NO2 | OMol25 | ωB97M-V/def2-TZVPD
C 1.186 0.507 0.584
C 0.133 -0.706 -0.342
N -1.376 0.008 -0.349
O 0.789 1.804 0.305
O -0.062 -1.944 0.126
H 1.066 0.504 1.638
H 2.118 0.271 0.100
H 0.398 -0.876 -1.459
H -1.513 0.736 -1.115
H -1.529 0.402 0.615
H -2.061 -0.645 -0.612
H 1.015 2.036 -0.597
H -0.164 -2.098 1.107
```

Properties
2S+1   1
SMILES   [NH3+][C@H](O)CO
Orbital gap   11.06 eV
Energy relative to the best compared isomer or geometry (same formula, charge and spin)   62.9 kcal per mole
Total charge   +1
DFT total energy   -7780.2289 eV
LUMO level   -3.68 eV

***

18.
Formula: C2H8NO2
Source: OMol25
Level of theory: ωB97M-V/def2-TZVPD

```
13
C2H8NO2 | OMol25 | ωB97M-V/def2-TZVPD
C -0.405 1.157 -0.554
C 0.745 0.197 -0.231
N 1.385 0.287 0.918
O 1.154 -0.776 -1.039
O -1.404 -1.350 0.336
H -0.137 2.082 -0.151
H -0.448 1.247 -1.730
H -1.315 0.669 -0.157
H 2.196 -0.223 1.170
H -2.298 -1.535 0.038
H 1.379 1.041 1.583
H 0.386 -1.156 -1.439
H -1.238 -1.640 1.256
```

Properties
2S+1   3
Orbital gap (spin up / spin down)   7.96 / 5.92 eV
Energy relative to the best compared isomer or geometry (same formula, charge and spin)   22.4 kcal per mole
Total charge   +1
DFT total energy   -7776.2022 eV
LUMO level (spin up / spin down)   -3.49 / -9.98 eV